[1]
A 9-piece molecular cluster, C28H72N2O14 overall. Source: the OMol25 dataset; level of theory: wB97M-V/def2-TZVPD.

Calculated values
Gap between HOMO and LUMO, Eh: 0.34119
Highest occupied orbital energy, Eh: -0.32763

Each line ends with the Mulliken charge.
Positions of all 116 atoms, in Å:
C 0.2956 -0.5902 -5.9899  -1.81
C 0.0799 -0.8021 -4.4994  2.25
C 1.4121 -0.9866 -3.8027  -1.71
C -0.5276 0.4430 -3.8636  -1.05
C -2.0609 0.5538 -4.0124  -0.90
C -2.7668 -0.6999 -3.5653  -1.02
C -2.2226 -1.9562 -4.2581  1.18
C -2.7825 -3.1723 -3.5456  -1.74
C -2.7264 -2.0020 -5.7226  -1.60
N -0.7481 -1.9710 -4.1698  0.68
O -0.2057 -3.1941 -4.6043  -0.68
H -0.5995 -0.1770 -6.4573  0.35
H 1.1312 0.0836 -6.1798  0.48
H 0.5263 -1.5089 -6.5380  0.33
H 1.3659 -1.0425 -2.7219  -0.43
H 1.9937 -1.8205 -4.2107  0.43
H 2.0740 -0.1475 -4.0483  0.40
H -0.2639 0.5471 -2.8132  0.19
H -0.1668 1.3036 -4.4350  0.46
H -2.3988 1.4418 -3.4754  0.41
H -2.2911 0.7881 -5.0599  0.37
H -3.8079 -0.7092 -3.9105  0.47
H -2.7667 -0.8305 -2.4827  0.33
H -2.4340 -3.2168 -2.5032  0.23
H -2.4903 -4.1378 -3.9545  0.37
H -3.8693 -3.1448 -3.4354  0.42
H -2.5405 -1.0619 -6.2366  0.36
H -3.7995 -2.1970 -5.6965  0.48
H -2.2720 -2.8019 -6.3108  0.30
H -0.4228 -3.2990 -5.5506  0.35
C -4.9570 1.8586 4.3273  -1.82
C -4.5177 3.0807 3.5588  1.36
C -5.7319 3.8327 3.0059  -1.65
C -3.6920 3.9418 4.5092  -1.25
C -2.8152 5.0007 3.8330  -0.62
C -1.9795 4.3563 2.7282  -1.43
C -2.7954 3.5208 1.7437  1.56
C -3.5038 4.4410 0.7333  -1.58
C -1.7754 2.6724 0.9837  -2.36
N -3.6414 2.6003 2.4744  1.08
O -4.3000 1.6459 1.6365  -0.58
H -5.5572 2.0877 5.2146  0.42
H -5.6216 1.2194 3.7379  0.39
H -4.1315 1.2227 4.6476  0.28
H -6.3524 3.1822 2.3894  0.37
H -6.3481 4.2507 3.8071  0.43
H -5.4137 4.7102 2.4469  0.33
H -4.3852 4.4400 5.1868  0.42
H -2.9938 3.2950 5.0461  0.33
H -3.4206 5.8165 3.4178  0.35
H -2.1888 5.4363 4.6121  0.43
H -1.3073 3.6750 3.2599  0.32
H -1.4195 5.0940 2.1540  0.47
H -2.8095 4.8700 0.0078  0.44
H -3.8584 5.3368 1.2530  0.41
H -4.3220 3.9776 0.1798  0.23
H -1.1270 2.1430 1.6879  0.04
H -1.1233 3.2770 0.3662  0.61
H -2.2258 1.8932 0.3657  0.60
H -4.8729 2.1811 1.0540  0.42
O 4.6649 0.1127 1.5641  -0.37
C 5.8191 -0.6925 1.3988  -0.11
C 6.4478 -1.2040 2.6639  -0.64
O 5.8461 -2.4483 3.0824  -0.42
H 4.0846 -0.2206 2.2683  0.21
H 5.6355 -1.4783 0.6552  0.00
H 6.5614 -0.0348 0.9333  0.38
H 6.3448 -0.4514 3.4537  0.36
H 7.5099 -1.3890 2.4591  0.37
H 6.2788 -2.6815 3.9109  0.27
O 2.6429 -1.5674 2.7389  -0.61
C 3.0553 -2.8307 2.1567  0.09
C 1.8666 -3.6992 1.7792  -0.36
O 1.2961 -4.2507 2.9936  -0.57
H 1.8292 -1.8011 3.2462  0.31
H 3.6842 -2.6863 1.2819  -0.12
H 3.6561 -3.3445 2.9163  0.34
H 2.4035 -4.4441 1.1669  0.25
H 1.0562 -3.1934 1.2445  0.29
H 0.4590 -4.6673 2.7732  0.33
O -2.7016 -0.3659 2.8564  -0.67
C -1.4162 -0.1930 3.4118  0.73
C -0.9609 -1.5263 3.9705  -0.62
O 0.3914 -1.4679 4.4793  -0.54
H -2.9924 0.5031 2.5345  0.38
H -0.6775 0.0884 2.6326  -0.36
H -1.2999 0.5836 4.1810  0.11
H -1.0094 -2.3599 3.2574  0.15
H -1.6768 -1.7696 4.7734  0.50
H 0.4334 -2.0309 5.2553  0.25
O 5.1337 -5.1554 -3.0267  -0.58
C 4.6679 -4.4455 -1.8777  -0.29
C 3.9677 -3.1733 -2.2810  -0.44
O 3.1707 -2.6650 -1.2072  -0.27
H 5.4990 -4.5561 -3.6820  0.31
H 4.0293 -5.1116 -1.2955  0.19
H 5.5390 -4.2944 -1.2229  0.21
H 3.3593 -3.3692 -3.1740  0.33
H 4.6888 -2.4189 -2.6425  0.33
H 2.2989 -2.4382 -1.5436  0.21
O 2.7342 1.7087 -1.5883  -0.41
C 2.6866 3.0182 -1.1101  -0.37
C 3.0795 3.1795 0.3398  -0.38
O 4.4529 2.8478 0.5607  -0.57
H 2.3440 1.0524 -0.9621  0.18
H 3.4053 3.6090 -1.6892  0.32
H 1.7501 3.5635 -1.3098  0.29
H 2.4659 2.6660 1.0931  0.11
H 2.8950 4.2365 0.5943  0.38
H 4.4118 1.8741 0.6103  0.36
O -0.2864 -1.9036 -1.1494  -0.42
H -0.3258 -2.0342 -2.1270  0.22
H -1.0916 -2.3101 -0.8056  0.16
O 1.5108 -0.0144 0.2248  0.43
H 2.0106 -0.4294 0.9514  0.06
H 0.8436 -0.6766 -0.0336  -0.20


[2]
An isolated ion of composition C3H5N2O and charge +1. Source: the OMol25 dataset; level of theory: wB97M-V/def2-TZVPD.

Calculated values
Total charge: +1
Gap between HOMO and LUMO (spin up / spin down), Eh: 0.21208 / 0.26751
<S²>: 2.014
Multiplicity: 3
ΔE to the lowest compared entry with this formula, charge and spin, kcal per mole: 43.67
Highest occupied orbital energy (spin up / spin down), Eh: -0.36120 / -0.53765

Each line ends with the Mulliken charge.
Positions of all 11 atoms, in Å:
C -0.2619 -0.0172 -0.0611  -0.58
C 0.5718 0.3302 0.7116  0.69
C -1.4611 -0.2820 -0.9044  0.11
N -1.0820 -0.8618 -2.0799  -0.38
N 1.5184 0.5533 1.6999  -0.33
O -2.6035 0.0330 -0.5866  -0.25
H -0.0174 -0.8193 -2.2317  0.28
H -1.8757 -0.8800 -2.7719  0.27
H 2.5152 0.3845 1.6491  0.37
H 1.1477 -0.0070 2.4995  0.41
H 1.5486 1.5664 2.0756  0.41


[3]
A 2-piece molecular cluster, C5H15N2O overall. Source: the OMol25 dataset; level of theory: wB97M-V/def2-TZVPD.

Calculated values
Total charge: -1
Gap between HOMO and LUMO, Eh: 0.25371
ΔE to the lowest compared entry with this formula, charge and spin, kcal per mole: 4.26
Highest occupied orbital energy, Eh: -0.10488

Each line ends with the Mulliken charge.
Positions of all 23 atoms, in Å:
C 1.4114 -0.8434 1.1605  -0.33
O 0.1279 -1.2576 1.0478  -0.90
C 1.5927 0.4706 1.9099  -0.30
N 3.0184 0.8362 2.0326  -0.61
H 2.0607 -1.5916 1.6895  0.15
H 1.9359 -0.7061 0.1755  0.18
H 1.1082 1.2896 1.3693  0.23
H 1.1044 0.3890 2.8908  0.20
H 3.1088 1.7685 2.4036  0.19
H 3.5181 0.1954 2.6347  0.20
C -0.7494 -0.3301 -1.7546  -0.28
C -2.0938 -0.1140 -1.0819  -0.33
C -2.5413 1.3376 -1.0585  -1.14
N -0.3809 -1.7568 -1.6367  -0.84
H 0.0041 0.3254 -1.3051  0.11
H -0.8416 -0.0870 -2.8233  0.47
H -2.0195 -0.5241 -0.0728  0.22
H -2.8228 -0.7550 -1.5949  0.29
H -2.6376 1.7424 -2.0684  0.29
H -1.7988 1.9176 -0.5038  0.27
H -3.4932 1.4528 -0.5358  0.34
H -0.0366 -1.8321 -0.6456  0.34
H 0.4250 -1.9272 -2.2328  0.22


[4]
One molecule with the formula C3H6N2S2. Source: the OMol25 dataset; level of theory: wB97M-V/def2-TZVPD.

Calculated values
Gap between HOMO and LUMO, Eh: 0.29193
ΔE to the lowest compared entry with this formula, charge and spin, kcal per mole: 95.19
Highest occupied orbital energy, Eh: -0.30654

Each line ends with the Mulliken charge.
Positions of all 13 atoms, in Å:
C -1.8340 0.0903 0.3756  -1.16
C -1.3169 1.1636 1.2045  0.48
S -2.1940 2.4015 1.6833  -0.26
S 0.4205 1.2845 1.3354  -0.12
C 1.1325 0.0186 0.3142  0.11
N 2.1855 0.0629 -0.5732  -0.26
N 2.5466 -1.0106 -1.2782  -0.40
H -2.8788 0.4250 0.2713  0.34
H -2.0106 -1.1714 0.5989  0.22
H -1.4114 0.3409 -0.5951  0.40
H 0.5373 -1.1064 0.2323  0.13
H 1.8992 -1.8651 -1.4674  0.25
H 2.9241 -0.6338 -2.1016  0.26


[5]
One molecule with the formula C3H6P4. Source: the OMol25 dataset; level of theory: wB97M-V/def2-TZVPD.

Calculated values
Gap between HOMO and LUMO, Eh: 0.24352
ΔE to the lowest compared entry with this formula, charge and spin, kcal per mole: 14.37
Highest occupied orbital energy, Eh: -0.27779

Each line ends with the Mulliken charge.
Positions of all 13 atoms, in Å:
P 2.0202 -0.1697 -2.6184  -0.08
P 1.6052 -0.4602 -0.5715  -0.08
C 0.1341 0.3000 0.1889  0.16
P 0.1912 1.8580 1.0170  -0.17
P -1.9188 1.6371 1.3844  -0.18
C -2.1513 0.1762 0.5919  -0.27
C -1.0286 -0.4402 -0.0183  -0.44
H 0.7339 -0.5608 -2.7736  -0.05
H 1.4119 -1.6529 0.2390  0.11
H 2.7698 0.0070 0.1233  0.08
H 0.3564 1.0744 2.3427  0.13
H -3.0992 -0.4401 0.5708  0.29
H -1.0249 -1.3287 -0.4763  0.52


[6]
C13H29CuNO3 as an isolated structure. Source: the OMol25 dataset; level of theory: wB97M-V/def2-TZVPD.

Calculated values
Total charge: -1
Gap between HOMO and LUMO, Eh: 0.10019
ΔE to the lowest compared entry with this formula, charge and spin, kcal per mole: 140.02
Highest occupied orbital energy, Eh: -0.12099

Each line ends with the Mulliken charge.
Positions of all 47 atoms, in Å:
Cu -1.7843 3.4075 -1.0334  0.46
C 1.3662 6.4622 3.5351  -0.99
C 0.6083 7.2577 2.5137  -0.22
O -0.7134 6.7217 2.4105  -0.74
H 0.9193 6.3980 4.5272  0.27
H 2.3798 6.7544 3.8099  0.35
H 1.4297 5.4117 3.2515  0.24
H 1.1647 7.3236 1.5788  0.20
H 0.5529 8.2902 2.8585  0.18
C -5.9741 0.9766 3.4353  -0.91
C -6.4052 0.8257 1.9130  -0.27
O -5.8772 1.8420 1.0887  -0.76
H -4.9016 0.7822 3.4453  0.21
H -6.5353 0.3192 4.0993  0.29
H -6.0573 1.9552 3.9082  0.29
H -7.4829 0.7115 1.7962  0.24
H -6.0094 -0.1794 1.7672  0.16
C 1.9715 -0.9820 0.9171  -1.73
C 1.9114 -1.9875 -0.3089  1.16
C 1.0039 -3.1324 0.1479  -0.98
C 0.5341 -3.9631 -1.0886  -0.76
C 0.0711 -3.0547 -2.2644  -1.39
C 0.9296 -1.9442 -2.7047  1.24
N 1.4668 -1.3078 -1.4941  0.21
O 1.8424 -0.0292 -1.7448  -0.42
C 2.1375 -2.6009 -3.4849  -1.50
C 0.0258 -0.9868 -3.6145  -1.75
C 3.3706 -2.3553 -0.5383  -1.52
H 2.4443 -1.4420 1.7849  0.41
H 0.9987 -0.5797 1.1999  0.44
H 2.7039 -0.2272 0.6307  0.38
H 1.5631 -3.9232 0.6480  0.33
H 0.1783 -2.8395 0.7964  0.43
H -0.4548 -4.3326 -0.8169  0.33
H 1.2222 -4.7796 -1.3074  0.38
H -0.9641 -2.7441 -2.1230  0.50
H -0.2060 -3.6966 -3.1005  0.56
H 2.6793 -3.3462 -2.9026  0.37
H 1.6521 -3.2591 -4.2055  0.44
H 2.7916 -1.8021 -3.8343  0.33
H -0.4563 -1.5546 -4.4103  0.36
H -0.7057 -0.4488 -3.0115  0.41
H 0.7413 -0.2782 -4.0316  0.38
H 3.9925 -2.6332 0.3126  0.46
H 3.8370 -1.6211 -1.1952  0.18
H 3.3364 -3.3475 -0.9882  0.38
H 2.7014 -0.0606 -2.1723  0.34


Asked for maximum force across the records above, the calculation gives 1.87; 9.28; 0.69; 6.46; 6.16; 3.66 eV/Å in order.
Asked for E across the records above, the calculation gives -61844.9134; -8205.4018; -10455.8103; -27854.9691; -40359.6357; -66213.5471 eV in order.